## i
Molecular formula: C2H16N2O4
Method: DFT, ωB97M-V/def2-TZVPD

Summary:
HOMO level ... -0.32046 hartree
SMILES ... NCCN.O.O.O.O

Each line ends with the Mulliken charge.
Geometry (Å):
N -0.964 -2.332 -1.058  -0.608
C 0.370 -1.950 -1.654  -0.379
C 0.430 -0.436 -1.489  -0.650
N 1.032 -0.194 -0.119  -0.442
H -1.754 -2.051 -1.478  0.225
H -0.958 -1.957 -0.144  0.204
H 0.269 -2.283 -2.707  0.338
H 1.240 -2.472 -1.133  0.244
H 0.916 -0.029 -2.325  0.354
H -0.514 0.126 -1.581  0.404
H 0.593 -0.830 0.532  0.179
H 1.987 -0.483 -0.218  0.223
O -0.246 -1.334 2.464  -0.642
H -1.098 -1.684 2.623  0.321
H -0.296 -0.443 2.581  0.383
O 0.146 1.296 2.954  -0.712
H 0.783 1.039 3.595  0.322
H 0.526 1.728 2.247  0.433
O 0.774 2.786 0.749  -0.749
H -0.067 2.949 0.878  0.263
H 0.875 2.087 0.123  0.339
O -1.614 1.884 -1.634  -0.638
H -1.169 2.073 -0.897  0.245
H -1.260 2.511 -2.307  0.342

=====

## ii
Molecular formula: C2H16N2O4
Method: DFT, ωB97M-V/def2-TZVPD

Summary:
HOMO level ... -0.34638 hartree
SMILES ... CNCN.O.O.O.O

Each line ends with the Mulliken charge.
Geometry (Å):
C 1.521 0.929 0.211  -0.973
N 1.199 -0.412 0.615  -0.295
C 0.316 -1.145 -0.347  -0.464
N -1.084 -1.096 0.023  -0.607
H 2.094 1.388 1.014  0.377
H 2.166 1.056 -0.657  0.355
H 0.700 1.641 0.179  0.324
H 2.024 -0.994 0.687  0.278
H 0.699 -2.146 -0.542  0.419
H 0.428 -0.640 -1.316  0.231
H -1.344 -1.776 0.734  0.263
H -1.299 -0.221 0.481  0.153
O -0.031 0.890 3.485  -0.643
H -0.171 0.365 2.688  0.314
H 0.704 0.480 3.948  0.288
O -2.577 2.122 2.831  -0.630
H -2.970 2.443 3.648  0.303
H -1.630 2.244 2.993  0.328
O 1.768 -0.052 -3.844  -0.642
H 1.373 -0.852 -4.208  0.314
H 1.461 0.713 -4.344  0.309
O -1.687 -1.492 -3.099  -0.677
H -1.608 -1.073 -2.232  0.369
H -2.051 -2.370 -2.948  0.307

=====

Which is most stable, and by how much? ii, by 26.9 kcal/mol.

=====

## i
Molecular formula: C6H12NO
Method: DFT, ωB97M-V/def2-TZVPD

Summary:
HOMO level ... -0.48567 hartree
Net charge ... +1

Each line ends with the Mulliken charge.
Geometry (Å):
C 0.874 1.502 2.258  -0.883
C 1.489 0.721 1.371  0.003
C 1.917 1.137 0.037  -0.103
C 2.425 0.372 -0.928  -0.881
H 0.899 2.583 2.171  0.292
H 0.514 1.087 3.187  0.299
H 1.713 -0.310 1.630  0.358
H 1.899 2.212 -0.132  0.322
H 2.615 0.830 -1.887  0.312
H 2.721 -0.666 -0.810  0.323
O -2.709 -1.327 -1.351  -0.456
C -1.864 -1.826 -0.665  0.104
C -0.776 -0.979 -0.031  -0.412
N -0.976 0.418 -0.520  -0.247
H -1.841 -2.899 -0.429  0.376
H -0.889 -1.017 1.049  0.338
H 0.204 -1.353 -0.313  0.205
H -0.887 1.098 0.241  0.304
H -0.320 0.676 -1.258  0.309
H -1.930 0.420 -0.917  0.440

=====

## ii
Molecular formula: C6H12NO
Method: DFT, ωB97M-V/def2-TZVPD

Summary:
HOMO level ... -0.51150 hartree
Net charge ... +1

Each line ends with the Mulliken charge.
Geometry (Å):
C 0.923 1.640 0.154  -0.223
C -0.269 2.067 -0.244  -0.462
C -1.046 -0.113 -0.032  1.280
C -1.617 -0.768 1.166  -1.317
C -0.866 -0.900 -1.274  -1.363
C 2.015 -0.540 -0.100  -0.944
N 1.001 0.275 0.548  -0.196
O -1.314 1.195 -0.174  -0.316
H 1.795 2.271 0.186  0.441
H -0.538 3.061 -0.553  0.474
H -2.656 -1.030 0.947  0.394
H -1.627 -0.099 2.024  0.373
H -1.102 -1.693 1.409  0.363
H -1.844 -0.957 -1.762  0.407
H -0.534 -1.913 -1.073  0.349
H -0.199 -0.411 -1.980  0.361
H 1.948 -0.434 -1.181  0.359
H 3.015 -0.226 0.207  0.366
H 1.879 -1.584 0.171  0.330
H 1.038 0.159 1.561  0.323

=====

Which is most stable, and by how much? ii, by 3.4 kcal/mol.

=====

## i
Molecular formula: C8H15N2O
Method: DFT, ωB97M-V/def2-TZVPD

Summary:
HOMO level ... -0.49270 hartree
Net charge ... +1
SMILES ... C/C=C/C1=[N+]([C@@H](C)O)CCN1

Each line ends with the Mulliken charge.
Geometry (Å):
C 3.931 -0.860 -0.367  -1.251
C 2.728 0.011 -0.167  -0.090
C 1.427 -0.345 -0.046  -0.577
C 0.357 0.593 0.064  0.744
N -0.904 0.239 -0.068  0.206
C -1.447 -1.141 -0.328  -0.017
C -1.917 -1.705 1.053  -1.167
O -2.628 -0.950 -1.046  -0.562
C -1.826 1.346 0.035  -0.683
C -0.850 2.613 -0.048  -0.503
N 0.463 1.936 0.188  -0.249
H 4.935 -0.513 0.040  0.331
H 4.177 -1.074 -1.383  0.335
H 3.638 -1.838 -0.063  0.365
H 2.788 1.099 -0.369  0.304
H 1.005 -1.296 -0.100  0.353
H -0.844 -1.905 -0.743  0.360
H -2.763 -1.155 1.536  0.323
H -2.312 -2.660 0.816  0.450
H -1.107 -1.909 1.860  0.270
H -3.204 -1.630 -1.394  0.362
H -2.326 1.152 0.888  0.432
H -2.565 1.157 -0.865  0.329
H -1.026 3.128 -0.990  0.266
H -0.957 3.307 0.787  0.364
H 1.225 2.399 0.711  0.303

=====

## ii
Molecular formula: C8H15N2O
Method: DFT, ωB97M-V/def2-TZVPD

Summary:
HOMO level ... -0.48620 hartree
Net charge ... +1
SMILES ... C[NH2+][C@@]1([C@@H](C)O)C=CCC=N1

Each line ends with the Mulliken charge.
Geometry (Å):
C 1.065 -2.597 0.268  -0.881
N 1.502 -1.350 -0.167  -0.050
C 0.394 -0.300 -0.268  0.785
C 1.209 0.985 -0.402  -0.083
C 0.309 2.181 -0.172  -1.159
O 2.393 0.929 0.343  -0.642
C -0.779 -0.487 -1.250  -0.869
C -1.939 0.133 -0.997  -0.467
C -2.410 0.514 0.322  -0.614
C -1.519 -0.014 1.385  -0.147
N -0.313 -0.274 1.286  -0.560
H 0.258 -2.995 -0.280  0.362
H 1.939 -3.287 0.304  0.362
H 0.630 -2.520 1.310  0.327
H 2.106 -1.253 -0.939  0.364
H 2.067 -0.785 0.631  0.527
H 1.648 1.041 -1.349  0.470
H -0.157 2.062 0.926  0.340
H -0.533 2.094 -0.901  0.330
H 0.900 3.191 -0.332  0.379
H 2.207 1.575 1.118  0.435
H -0.547 -0.934 -2.205  0.392
H -2.603 0.118 -1.918  0.331
H -2.445 1.678 0.360  0.289
H -3.524 0.291 0.428  0.430
H -1.857 0.005 2.498  0.349

=====

## iii
Molecular formula: C8H15N2O
Method: DFT, ωB97M-V/def2-TZVPD

Summary:
HOMO level ... -0.43884 hartree
Net charge ... +1
SMILES ... C/C([NH3+])=C(C)/C=C\C=C(/N)O

Each line ends with the Mulliken charge.
Geometry (Å):
C 0.600 2.067 0.296  -1.432
C 0.615 0.761 -0.282  0.514
N 0.121 0.813 -1.647  -0.207
C 1.341 -0.325 0.050  0.785
C 2.141 -0.392 1.257  -1.438
C 1.118 -1.620 -0.621  -0.875
C -0.126 -2.166 -0.519  -0.402
C -1.108 -1.505 0.368  -0.679
C -1.728 -0.254 0.366  0.623
N -2.366 0.396 -0.771  -0.595
O -2.188 0.356 1.501  -0.520
H 1.606 2.446 0.646  0.401
H -0.108 2.103 1.108  0.279
H 0.240 2.906 -0.453  0.344
H 0.403 1.421 -2.397  0.295
H 0.193 -0.228 -2.051  0.538
H -0.991 0.785 -1.569  0.391
H 3.214 -0.840 1.176  0.344
H 1.645 -1.021 2.118  0.233
H 2.344 0.646 1.705  0.302
H 2.074 -2.133 -0.941  0.386
H -0.432 -3.049 -1.015  0.575
H -0.820 -1.744 1.354  0.209
H -3.048 1.113 -0.474  0.238
H -2.738 -0.265 -1.444  0.301
H -2.000 -0.270 2.240  0.387

=====

Which is most stable, and by how much? i, by 32.4 kcal/mol.

=====

## i
Molecular formula: C2H8ClN2OP
Method: DFT, ωB97M-V/def2-TZVPD

Summary:
HOMO level ... -0.33027 hartree
SMILES ... CNP(O)Cl.C=N

Each line ends with the Mulliken charge.
Geometry (Å):
C -1.993 1.320 -0.790  -0.702
N -1.746 0.682 0.536  -0.198
P -1.358 -0.847 0.770  0.095
O -0.524 -1.005 -0.527  -0.339
Cl -3.052 -1.752 -0.133  -0.306
H -1.061 1.710 -1.136  0.231
H -2.321 0.617 -1.484  0.312
H -2.709 2.201 -0.700  0.296
H -2.367 1.134 1.244  0.274
H 0.425 -1.000 -0.595  0.307
C 3.357 -0.190 0.534  -0.217
N 2.920 -1.302 0.171  -0.400
H 2.715 0.686 0.602  0.206
H 4.265 -0.095 1.220  0.216
H 3.449 -2.157 0.286  0.224

=====

## ii
Molecular formula: C2H8ClN2OP
Method: DFT, ωB97M-V/def2-TZVPD

Summary:
HOMO level (spin up / spin down) ... -0.32747 / -0.32736 hartree

Each line ends with the Mulliken charge.
Geometry (Å):
C 2.107 -1.365 0.764  -0.784
C -2.226 0.916 -0.660  -0.797
N 1.372 -0.308 0.083  -0.352
N -0.800 0.723 -0.886  -0.275
O -1.269 -2.218 0.899  -0.565
P -0.129 -0.744 -0.496  0.650
Cl 0.331 -1.715 -2.152  -0.229
H 1.923 -2.306 0.249  0.299
H 3.174 -1.139 0.734  0.279
H 1.788 -1.487 1.800  0.300
H -2.397 1.946 -0.337  0.267
H -2.828 0.714 -1.549  0.282
H -2.529 0.229 0.129  0.343
H 1.306 0.538 0.628  0.307
H -0.458 1.111 -1.758  0.274

=====

Which is most stable, and by how much? i, by 70.3 kcal/mol.

=====

## i
Molecular formula: C5H12N2O
Method: DFT, ωB97M-V/def2-TZVPD

Summary:
Spin multiplicity ... 2
HOMO level (spin up / spin down) ... -0.48192 / -0.48071 hartree
⟨S²⟩ ... 0.861
Net charge ... +1

Each line ends with the Mulliken charge.
Geometry (Å):
O -1.238 1.315 1.381  -0.297
C -0.068 1.702 1.723  -0.111
C 1.096 1.062 1.403  0.000
C 1.171 -0.323 0.791  -0.506
C 0.095 -0.850 -0.206  -0.009
C -0.471 0.177 -1.343  -0.585
N -1.975 0.228 -1.395  -0.619
N 1.279 -2.689 -1.650  -0.484
H 0.173 2.772 2.055  0.314
H 2.025 1.595 1.543  0.420
H 2.119 -0.226 0.277  0.376
H 1.186 -1.038 1.542  0.438
H 0.596 -1.644 -0.855  -0.223
H -0.648 -1.372 0.358  0.554
H -0.130 1.209 -1.151  0.358
H -0.157 -0.181 -2.395  0.305
H -2.244 0.091 -0.397  0.287
H -2.155 1.256 -1.520  0.294
H 1.041 -3.320 -2.378  0.220
H 2.035 -3.046 -1.016  0.267

=====

## ii
Molecular formula: C5H12N2O
Method: DFT, ωB97M-V/def2-TZVPD

Summary:
Spin multiplicity ... 2
HOMO level (spin up / spin down) ... -0.53268 / -0.51451 hartree
⟨S²⟩ ... 0.759
Net charge ... +1

Each line ends with the Mulliken charge.
Geometry (Å):
C 0.506 2.374 1.470  -1.171
C 0.043 1.633 0.249  0.774
N 0.380 0.228 0.156  0.167
C 1.172 -0.486 1.148  -1.048
C 0.120 -0.398 -1.060  -0.640
C -0.698 -1.807 -0.881  -0.489
N -1.895 -1.779 -1.633  -0.495
O -0.635 2.121 -0.608  -0.475
H 0.578 3.434 1.232  0.352
H -0.289 2.235 2.207  0.319
H 1.448 2.076 1.908  0.357
H 1.976 0.136 1.503  0.362
H 1.498 -1.430 0.731  0.384
H 0.553 -0.713 2.006  0.404
H -0.479 0.243 -1.696  0.496
H 0.985 -0.635 -1.665  0.343
H -0.074 -2.615 -1.234  0.391
H -0.967 -1.890 0.179  0.390
H -2.493 -0.996 -1.378  0.292
H -1.727 -1.733 -2.633  0.288

=====

Which is most stable, and by how much? ii, by 150.9 kcal/mol.

=====

## i
Molecular formula: C4H5FN2O
Method: DFT, ωB97M-V/def2-TZVPD

Summary:
HOMO level ... -0.28808 hartree
SMILES ... Nc1cc(O)c(F)[nH]1

Each line ends with the Mulliken charge.
Geometry (Å):
N 2.785 0.109 0.080  -0.635
C 1.362 -0.166 -0.063  0.180
C 0.513 -1.255 -0.186  -0.736
C -0.839 -0.732 -0.040  0.611
O -2.034 -1.343 0.190  -0.606
C -0.648 0.639 0.037  -0.078
F -1.719 1.591 0.024  -0.292
N 0.666 0.942 -0.168  0.016
H 3.398 -0.825 -0.321  0.325
H 2.970 0.233 1.282  0.300
H 0.652 -2.392 -0.101  0.279
H -2.813 -0.715 -0.402  0.394
H 1.050 1.856 -0.064  0.242

=====

## ii
Molecular formula: C4H5FN2O
Method: DFT, ωB97M-V/def2-TZVPD

Summary:
HOMO level ... -0.38772 hartree
SMILES ... C[C@@H](F)c1cnno1

Each line ends with the Mulliken charge.
Geometry (Å):
C 1.336 -1.284 -0.227  -1.128
C 0.239 -0.708 0.630  0.315
F 0.797 -0.282 1.851  -0.300
C -0.447 0.492 0.055  0.573
C -1.736 0.879 -0.148  -0.517
N -1.703 2.138 -0.670  -0.251
N -0.524 2.533 -0.837  -0.145
O 0.315 1.500 -0.367  -0.130
H 0.942 -1.751 -1.147  0.329
H 2.063 -0.479 -0.506  0.304
H 1.940 -2.004 0.386  0.306
H -0.546 -1.452 0.899  0.244
H -2.677 0.418 0.081  0.400

=====

Which is most stable, and by how much? ii, by 31.3 kcal/mol.

=====

## i
Molecular formula: FHN2O3
Method: DFT, ωB97M-V/def2-TZVPD

Summary:
HOMO level ... -0.37710 hartree

Each line ends with the Mulliken charge.
Geometry (Å):
N 0.175 1.724 0.113  0.332
N 0.785 0.023 0.085  0.784
O 0.657 -0.410 1.164  -0.533
O 1.072 -0.487 -0.964  -0.445
O 0.108 2.105 -0.972  -0.150
F -1.655 -1.556 -0.111  -0.405
H -1.142 -1.400 0.684  0.417

=====

## ii
Molecular formula: FHN2O3
Method: DFT, ωB97M-V/def2-TZVPD

Summary:
HOMO level (spin up / spin down) ... -0.38544 / -0.37557 hartree

Each line ends with the Mulliken charge.
Geometry (Å):
N -0.806 -0.252 0.528  -0.011
N 1.136 -0.544 -0.092  0.970
O 1.199 -1.407 -0.870  -0.439
O 1.780 0.220 0.496  -0.386
O -0.948 0.940 0.704  -0.028
F -0.896 1.835 -0.719  -0.393
H -1.465 -0.793 -0.047  0.287

=====

## iii
Molecular formula: FHN2O3
Method: DFT, ωB97M-V/def2-TZVPD

Summary:
HOMO level ... -0.42787 hartree

Each line ends with the Mulliken charge.
Geometry (Å):
N -0.441 0.044 0.664  0.103
N 0.724 -0.650 -0.042  1.136
O 1.298 0.101 -0.777  -0.564
O 0.934 -1.736 0.269  -0.485
O -0.449 1.293 0.523  -0.240
F -1.615 -0.598 -0.228  -0.305
H -0.450 1.545 -0.408  0.355

=====

Which is most stable, and by how much? i, by 40.5 kcal/mol.

=====

## i
Molecular formula: C3H6O3
Method: DFT, ωB97M-V/def2-TZVPD

Summary:
HOMO level ... -0.39132 hartree
SMILES ... O=C=O.CCO

Each line ends with the Mulliken charge.
Geometry (Å):
O 2.840 -0.020 -0.601  -0.402
C 2.454 -1.119 -0.637  0.850
O 2.111 -2.232 -0.724  -0.431
C -1.739 0.630 0.258  -1.126
C -0.221 0.627 0.202  -0.157
O 0.326 -0.548 0.783  -0.541
H -2.147 1.576 -0.113  0.349
H -2.079 0.481 1.287  0.280
H -2.152 -0.176 -0.361  0.343
H 0.126 0.748 -0.836  0.244
H 0.194 1.459 0.777  0.276
H -0.119 -1.311 0.392  0.314

=====

## ii
Molecular formula: C3H6O3
Method: DFT, ωB97M-V/def2-TZVPD

Summary:
HOMO level ... -0.37671 hartree
SMILES ... O=COCCO

Each line ends with the Mulliken charge.
Geometry (Å):
O -0.964 1.911 -0.458  -0.461
C -0.250 1.737 0.496  0.210
O -0.009 0.516 0.980  -0.442
C -0.616 -0.535 0.309  -0.303
C 0.292 -1.026 -0.771  -0.442
O 1.713 -0.967 -0.339  -0.555
H 0.375 2.620 0.875  0.361
H -1.749 -0.386 0.138  0.351
H -0.539 -1.246 1.069  0.303
H 0.128 -0.406 -1.692  0.216
H 0.105 -2.046 -1.054  0.345
H 1.516 -0.172 0.445  0.417

=====

## iii
Molecular formula: C3H6O3
Method: DFT, ωB97M-V/def2-TZVPD

Summary:
HOMO level ... -0.38186 hartree
SMILES ... O=CCOCO

Each line ends with the Mulliken charge.
Geometry (Å):
O -1.335 0.850 1.017  -0.506
C -1.164 -0.317 0.736  0.022
C 0.224 -0.966 0.731  -0.245
O 1.038 -0.624 -0.374  -0.370
C 0.635 0.485 -1.151  -0.309
O 0.826 1.714 -0.545  -0.521
H -2.030 -0.956 0.470  0.356
H 0.117 -2.056 0.725  0.290
H 0.708 -0.673 1.673  0.240
H -0.418 0.337 -1.448  0.401
H 1.263 0.451 -2.042  0.254
H 0.150 1.813 0.145  0.389

=====

## iv
Molecular formula: C3H6O3
Method: DFT, ωB97M-V/def2-TZVPD

Summary:
HOMO level ... -0.38010 hartree
SMILES ... C[C@@H](O)C(=O)O

Each line ends with the Mulliken charge.
Geometry (Å):
C 0.748 -1.173 0.366  -1.029
C 0.090 0.453 0.314  0.344
O 0.672 1.401 -0.556  -0.588
C -1.314 0.151 -0.102  0.419
O -1.883 -0.812 0.374  -0.558
O -1.710 0.693 -1.253  -0.471
H 0.560 -1.493 1.384  0.313
H 0.422 -1.930 -0.340  0.294
H 1.817 -1.082 0.169  0.356
H 0.125 0.759 1.363  0.236
H 1.520 1.676 -0.195  0.324
H -1.047 1.356 -1.522  0.360

=====

Which is most stable, and by how much? i, by 28.1 kcal/mol.